Computed, not measured: a structure of composition C22H14BrN2Nd at a distorted geometry, with the ωB97M-V functional and the def2-TZVPD basis.

Positions of all 40 atoms, in Å:
Nd -0.004 0.358 -1.405
Br 2.165 -1.571 -2.138
C 1.186 -3.120 -1.510
C 1.822 -4.294 -1.877
C 1.205 -5.558 -1.656
C -0.164 -5.678 -1.436
C -0.852 -4.394 -1.148
C -2.223 -4.340 -0.911
C -2.884 -3.177 -0.571
C -2.194 -1.956 -0.484
C -0.884 -1.936 -0.837
C -0.169 -3.124 -1.089
H 2.895 -4.257 -2.250
H 1.765 -6.459 -1.803
H -0.707 -6.585 -1.235
H -2.805 -5.289 -0.876
H -3.984 -3.218 -0.387
H -2.839 -1.113 -0.277
C 0.669 0.153 3.035
C 0.870 -0.125 1.705
N 0.587 0.832 0.753
C 0.246 2.060 1.077
C -0.049 2.383 2.421
C 0.101 1.375 3.391
C -0.387 3.804 2.734
C -0.176 4.825 1.854
C 0.176 4.528 0.509
C 0.446 5.475 -0.438
C 0.888 5.117 -1.697
C 0.900 3.755 -2.059
N 0.622 2.783 -1.191
C 0.313 3.142 0.112
H 0.952 -0.536 3.828
H 1.136 -1.141 1.339
H -0.338 1.630 4.368
H -0.761 3.998 3.792
H -0.382 5.854 2.070
H 0.446 6.537 -0.210
H 1.179 5.836 -2.443
H 1.232 3.423 -3.057

Values from the calculation:
E_LUMO (spin up / spin down) = -0.2730 / -0.2712 Eh
Energy = -4091.12142 hartree
Multiplicity = 4
Charge = +2
HOMO-LUMO gap (spin up / spin down) = 6.1 / 6.2 eV

***

Computed, not measured: a cluster of 2 separate species, C4H16N3O in total, with the ωB97M-V functional and the def2-TZVPD basis.

Positions of all 24 atoms, in Å:
C -0.686 1.224 2.002
N -1.523 2.398 2.149
C 0.338 1.488 0.904
N 1.237 0.305 0.725
H -1.240 0.306 1.771
H -0.159 1.052 2.940
H -2.356 2.362 1.575
H -1.821 2.535 3.104
H 0.941 2.357 1.159
H -0.144 1.660 -0.054
H 1.939 0.491 0.006
H 1.717 0.075 1.593
H 0.712 -0.548 0.355
C -1.403 -2.024 -0.746
N 0.032 -1.688 -0.832
C 0.356 -1.105 -2.124
O 1.617 -0.456 -1.990
H -1.975 -1.130 -0.512
H -1.552 -2.744 0.050
H -1.782 -2.468 -1.667
H 0.568 -2.544 -0.727
H 0.415 -1.861 -2.913
H -0.424 -0.385 -2.385
H 1.815 -0.006 -2.821

Values from the calculation:
E_LUMO = -0.0981 Eh
Energy = -401.27262 hartree
Charge = +1
HOMO-LUMO gap = 10.4 eV
Energy above the lowest of the compared OMol25 structures with the same formula, charge and spin = 64.9 kJ/mol